1.
Entry from the Open Molecules 2025 dataset: 3 unconnected molecules or ions with the total composition C3H9NO (ωB97M-V with the def2-TZVPD basis set).

Geometry (Å):
C (-1.21452, -0.48083, 0.45779)
C (-0.13733, 0.55970, 0.63719)
C (1.62940, -0.61640, -0.56754)
N (1.10546, -0.19006, 0.72059)
O (-1.85963, -0.69867, -0.57945)
H (-2.47028, 0.63778, -0.94365)
H (1.80643, 0.31433, 1.25092)
H (-1.21720, -1.24171, 1.25094)
H (-2.45834, 1.57665, -0.90031)
H (-0.16968, 1.27982, -0.19141)
H (-0.31080, 1.09196, 1.57362)
H (2.57192, -1.14259, -0.41363)
H (1.80243, 0.21576, -1.26500)
H (0.92216, -1.30575, -1.03006)

The calculation puts the HOMO energy at -9.32 eV. As for the molar mass: 75.111 g mol⁻¹. As for the charge: 0. The calculation puts the lowest unoccupied orbital energy at 0.5 eV. Its HOMO-LUMO gap is 0.35957 Ha. The calculation puts the strongest force on any atom at 4.576 eV Å⁻¹.

2.
Entry from the Open Molecules 2025 dataset: 2 unconnected molecules or ions with the total composition C3H9NO (ωB97M-V with the def2-TZVPD basis set).

Geometry (Å):
C (-2.49439, -0.88359, -2.23797)
C (-1.61243, -0.17510, -1.50071)
O (-1.27064, -0.21019, -0.13565)
H (-2.64670, -0.65136, -3.50367)
H (-3.06385, -1.56421, -1.63983)
H (-0.76753, 0.46459, -1.95796)
H (-1.61551, -1.05667, 0.17444)
C (2.52226, 0.33458, 1.56006)
N (1.02346, 0.68418, 1.75779)
H (2.89929, -0.00471, 2.52301)
H (3.07969, 1.10878, 1.08171)
H (2.48973, -0.44161, 0.71826)
H (0.90813, 1.56089, 2.30452)
H (0.54848, 0.83441, 0.85601)

The calculation puts the HOMO energy at -9.05 eV. As for the molar mass: 75.111 g mol⁻¹. As for the charge: 0. The calculation puts the lowest unoccupied orbital energy at 0.9 eV. Its HOMO-LUMO gap is 0.36614 Ha. The calculation puts the strongest force on any atom at 4.561 eV Å⁻¹. Its SMILES is C=CO.CN.

3.
Entry from the Open Molecules 2025 dataset: 2 unconnected molecules or ions with the total composition C3H9NO (ωB97M-V with the def2-TZVPD basis set).

Geometry (Å):
C (-1.51430, 0.08113, 2.92385)
O (-1.39609, -1.10660, 2.77318)
H (-2.13545, 0.70737, 2.26296)
H (-1.16218, 0.53168, 3.86544)
C (1.42614, -0.36648, -2.74599)
C (0.92268, 0.86039, -1.91364)
N (0.32397, 0.50199, -0.62262)
H (0.57947, -1.02695, -2.91970)
H (1.81214, 0.00866, -3.73402)
H (2.22799, -0.84309, -2.19266)
H (1.73771, 1.55389, -1.67709)
H (0.14034, 1.28394, -2.55693)
H (-0.30795, -0.27322, -0.83107)
H (0.96850, 0.10382, 0.05871)

The calculation puts the HOMO energy at -9.29 eV. As for the molar mass: 75.111 g mol⁻¹. As for the charge: 0. The calculation puts the lowest unoccupied orbital energy at 1.0 eV. Its HOMO-LUMO gap is 0.37637 Ha. The calculation puts the strongest force on any atom at 1.725 eV Å⁻¹. Its SMILES is C=O.CCN.

4.
Entry from the Open Molecules 2025 dataset: 2 unconnected molecules or ions with the total composition C3H9NO2 (ωB97M-V with the def2-TZVPD basis set).

Geometry (Å):
C (2.38366, -0.69548, 0.06711)
N (1.38773, 0.34418, -0.18816)
C (-0.02808, -0.00012, 0.01910)
C (-0.93496, 1.28465, 0.17943)
O (-0.40636, -1.23834, 0.19310)
H (1.90318, -1.70172, -0.18604)
H (3.07642, -0.53109, -0.80232)
H (2.75165, -0.53567, 1.15127)
H (1.61355, 1.26402, -0.44906)
H (0.01674, 1.84632, 0.12309)
H (-1.53810, 1.34481, 1.09682)
H (-1.61725, 1.35237, -0.72577)
O (-3.13164, -0.52808, -0.08139)
H (-3.29520, -1.47905, -0.27568)
H (-2.18135, -0.72680, -0.12149)

The calculation puts the HOMO energy at -9.97 eV. As for the molar mass: 91.110 g mol⁻¹. As for the charge: 0. The calculation puts the lowest unoccupied orbital energy at 0.8 eV. Its HOMO-LUMO gap is 0.39409 Ha. The calculation puts the strongest force on any atom at 5.763 eV Å⁻¹. Its SMILES is CNC(C)=O.O.

5.
Entry from the Open Molecules 2025 dataset: 2 unconnected molecules or ions with the total composition C3H9NO2 (ωB97M-V with the def2-TZVPD basis set).

Geometry (Å):
N (-2.52979, 0.31938, -0.41401)
C (-1.92994, 0.34705, 0.80330)
O (-1.82188, -0.65282, 1.51961)
H (-2.96002, -0.54789, -0.71196)
H (-2.46598, 1.08903, -1.06636)
H (-1.46428, 1.31625, 1.04047)
C (1.84704, 0.34430, 0.48693)
C (0.93888, -0.25344, -0.57009)
O (1.62667, -1.24198, -1.32271)
H (2.12418, -0.41157, 1.22948)
H (2.77392, 0.71894, 0.04046)
H (1.34408, 1.16430, 1.00795)
H (0.61570, 0.52401, -1.26886)
H (0.05846, -0.74502, -0.05794)
H (1.84296, -1.97054, -0.71627)

The calculation puts the HOMO energy at -10.13 eV. As for the molar mass: 91.110 g mol⁻¹. As for the charge: 0. The calculation puts the lowest unoccupied orbital energy at 0.8 eV. Its HOMO-LUMO gap is 0.40228 Ha. The calculation puts the strongest force on any atom at 1.885 eV Å⁻¹. Its SMILES is NC=O.CCO.

6.
Entry from the Open Molecules 2025 dataset: 2 unconnected molecules or ions with the total composition C3H9NO2 (ωB97M-V with the def2-TZVPD basis set).

Geometry (Å):
C (2.60896, -0.62307, 0.25062)
C (1.69749, 0.48346, -0.11824)
O (1.88854, 1.66126, 0.01890)
O (0.58293, -0.01931, -0.67756)
H (3.56012, -0.20852, 0.65232)
H (2.20129, -1.31789, 0.97464)
H (2.79892, -1.28010, -0.63363)
H (0.03241, 0.73405, -1.01554)
C (-2.53048, 0.28407, 0.46824)
N (-1.47545, 0.24150, -0.56914)
H (-3.45392, 0.53497, -0.03735)
H (-2.78789, -0.67819, 1.07077)
H (-2.41637, 1.02468, 1.24471)
H (-0.79967, -0.53918, -0.23252)
H (-1.90687, -0.29774, -1.39622)

The calculation puts the HOMO energy at -9.91 eV. As for the molar mass: 91.110 g mol⁻¹. As for the charge: 0. The calculation puts the lowest unoccupied orbital energy at 0.7 eV. Its HOMO-LUMO gap is 0.39038 Ha. The calculation puts the strongest force on any atom at 5.316 eV Å⁻¹. Its SMILES is CC(=O)O.CN.

7.
Entry from the Open Molecules 2025 dataset: 2 unconnected molecules or ions with the total composition C3H9NO2 (ωB97M-V with the def2-TZVPD basis set).

Geometry (Å):
C (-0.71057, 0.28601, -1.88110)
C (-1.33084, -0.70043, -1.11607)
O (-2.20516, -0.26874, -0.12118)
H (-0.13063, 0.12277, -2.81017)
H (-0.92811, 1.34791, -1.67968)
H (-1.01029, -1.72851, -1.33832)
H (-2.58474, -1.04924, 0.33007)
N (1.85149, 0.25487, 0.20244)
C (1.04399, -0.05749, 1.38390)
O (-0.06135, 0.79036, 1.77426)
H (2.76404, 0.39291, 0.56151)
H (1.50016, 1.06724, -0.24708)
H (1.75798, 0.02525, 2.36438)
H (0.71791, -1.12026, 1.54412)
H (-0.67387, 0.63735, 1.03291)

The calculation puts the HOMO energy at -9.04 eV. As for the molar mass: 91.110 g mol⁻¹. As for the charge: 0. The calculation puts the lowest unoccupied orbital energy at 0.7 eV. Its HOMO-LUMO gap is 0.35770 Ha. The calculation puts the strongest force on any atom at 4.885 eV Å⁻¹. Its SMILES is C=CO.NCO.

8.
Entry from the Open Molecules 2025 dataset: 2 unconnected molecules or ions with the total composition C3H9NO2 (ωB97M-V with the def2-TZVPD basis set).

Geometry (Å):
C (0.10340, -0.14817, 1.47059)
C (-0.78999, 0.35063, 0.21984)
C (0.16418, 1.11907, -0.76851)
N (-0.34206, 2.32122, -1.16292)
O (1.27886, 0.83375, -1.11064)
H (-0.28446, 0.09254, 2.41337)
H (0.04520, -1.31822, 1.56081)
H (1.10951, 0.22223, 1.20956)
H (-1.58785, 1.04440, 0.63734)
H (-1.33132, -0.48756, -0.30031)
H (-1.15908, 2.66605, -0.65944)
H (0.11900, 2.88273, -1.76295)
O (0.62047, -3.26371, -0.88726)
H (0.42954, -3.14574, 0.05630)
H (1.62460, -3.16923, -0.91579)

The calculation puts the HOMO energy at -9.89 eV. As for the molar mass: 91.110 g mol⁻¹. As for the charge: 0. The calculation puts the lowest unoccupied orbital energy at 0.8 eV. Its HOMO-LUMO gap is 0.39378 Ha. The calculation puts the strongest force on any atom at 4.807 eV Å⁻¹. Its SMILES is CCC(N)=O.O.

9.
Entry from the Open Molecules 2025 dataset: 2 unconnected molecules or ions with the total composition C3H9NO2 (ωB97M-V with the def2-TZVPD basis set).

Geometry (Å):
C (-0.78945, -2.58179, -1.34163)
C (-1.40628, -1.60979, -0.67650)
O (-1.14704, -0.28375, -0.90875)
H (-0.80815, -3.59998, -0.98886)
H (-0.58466, -2.41013, -2.39296)
H (-2.03827, -1.82724, 0.18092)
H (-1.00812, 0.09786, -0.02334)
N (2.19104, 1.48122, 1.17034)
C (1.06962, 0.93061, 0.43453)
O (-0.18616, 1.49269, 0.94383)
H (2.82038, 0.77263, 1.50897)
H (1.96233, 2.15109, 1.88728)
H (1.13989, 1.22240, -0.60745)
H (0.95968, -0.11669, 0.68814)
H (0.04672, 2.42899, 0.89278)

The calculation puts the HOMO energy at -8.86 eV. As for the molar mass: 91.110 g mol⁻¹. As for the charge: 0. The calculation puts the lowest unoccupied orbital energy at 0.8 eV. Its HOMO-LUMO gap is 0.35569 Ha. The calculation puts the strongest force on any atom at 1.881 eV Å⁻¹. Its SMILES is C=CO.NCO.

10.
Entry from the Open Molecules 2025 dataset: 2 unconnected molecules or ions with the total composition C3H9NO2 (ωB97M-V with the def2-TZVPD basis set).

Geometry (Å):
C (-1.88279, -0.43827, -0.61297)
N (-0.56008, -1.09762, -0.42056)
C (-0.26038, -1.84246, 0.77045)
C (-0.18612, -3.32626, 0.52909)
O (0.20013, -1.27823, 1.72745)
H (-2.52382, -1.10100, -0.03373)
H (-1.87316, 0.55728, -0.17738)
H (-2.02520, -0.40591, -1.68368)
H (0.07094, -0.31210, -0.45602)
H (-0.88064, -3.87882, 1.15320)
H (0.80024, -3.65321, 0.85961)
H (-0.23030, -3.62049, -0.51307)
O (2.44156, 6.54628, -1.55082)
H (2.00294, 5.89515, -1.00404)
H (1.91189, 6.75145, -2.32467)

The calculation puts the HOMO energy at -9.34 eV. As for the molar mass: 91.110 g mol⁻¹. As for the charge: 0. The calculation puts the lowest unoccupied orbital energy at 0.7 eV. Its HOMO-LUMO gap is 0.37049 Ha. The calculation puts the strongest force on any atom at 1.962 eV Å⁻¹. Its SMILES is CNC(C)=O.O.

11.
Entry from the Open Molecules 2025 dataset: 2 unconnected molecules or ions with the total composition C3H9NO2 (ωB97M-V with the def2-TZVPD basis set).

Geometry (Å):
C (-1.97443, -1.53049, 0.26541)
C (-1.07888, -0.54086, -0.47733)
N (0.06341, -0.10442, 0.30902)
C (1.32620, -0.13388, -0.15156)
O (2.30206, 0.17200, 0.49808)
H (-2.75301, -1.05839, 0.85204)
H (-1.38116, -2.21159, 0.89317)
H (-2.45664, -2.19239, -0.45678)
H (-0.72471, -1.02142, -1.37089)
H (-1.70875, 0.31070, -0.77102)
H (-0.07684, 0.29860, 1.22593)
H (1.47261, -0.45695, -1.19408)
O (2.47880, 3.06627, -0.15569)
H (1.93481, 3.30004, 0.61748)
H (2.57653, 2.10277, -0.08377)

The calculation puts the HOMO energy at -10.16 eV. As for the molar mass: 91.110 g mol⁻¹. As for the charge: 0. The calculation puts the lowest unoccupied orbital energy at 0.8 eV. Its HOMO-LUMO gap is 0.40260 Ha. The calculation puts the strongest force on any atom at 1.039 eV Å⁻¹. Its SMILES is CCNC=O.O.

12.
Entry from the Open Molecules 2025 dataset: 3 unconnected molecules or ions with the total composition C3H9NO2 (ωB97M-V with the def2-TZVPD basis set).

Geometry (Å):
C (1.77134, 0.04539, 0.37185)
C (0.82024, 1.19227, 0.28288)
N (-1.13856, 1.81515, -1.73953)
H (1.60462, -0.49671, -0.55066)
H (2.78277, 0.45012, 0.42485)
H (1.37475, -0.49100, 1.22677)
H (0.03463, 1.40958, 0.99103)
H (1.06263, 2.09949, -0.27198)
H (-1.34300, 1.97404, -0.76048)
H (-0.80472, 0.87794, -1.88317)
H (-0.37773, 2.48530, -1.83082)
O (-0.82952, -0.14981, 0.29554)
C (-0.71225, -1.43562, 0.16784)
O (-0.19044, -2.19069, 0.96374)
H (-1.07705, -1.83812, -0.79868)

The calculation puts the HOMO energy at -9.62 eV. As for the molar mass: 91.110 g mol⁻¹. As for the charge: 0. The calculation puts the lowest unoccupied orbital energy at -1.8 eV. Its HOMO-LUMO gap is 0.28593 Ha. The calculation puts the strongest force on any atom at 2.388 eV Å⁻¹.

Q: What is the charge in the third record?
A: 0

Q: What is the charge in the second record?
A: 0

Q: Among the records above, which one has the lowest strongest force on any atom?
A: number 11